Entry 1:
C14H27ClNO5 | wB97M-V/def2-TZVPD

Results
Kohn-Sham gap (eV): 4.52
Charge: -1
E_HOMO (eV): -2.0
Electronic energy (eV): -39201.102

Atoms and positions in Å:
O  -1.1481  -1.7144  2.6214
C  -1.9035  -1.0103  1.7745
Cl  -1.3662  0.7403  1.4168
C  -3.2034  -1.7500  1.0909
N  -4.4885  -1.5936  1.8733
O  -5.0788  -0.4049  1.6503
H  -3.2561  -1.3865  -0.0228
H  -2.9483  -2.9113  1.0542
H  -4.7347  0.2698  2.3344
C  2.2509  0.7701  -1.2012
C  2.7062  -0.5177  -0.5649
C  1.4798  -1.3925  -0.7075
O  0.8015  -0.9673  -1.8976
C  1.3765  0.2730  -2.3314
H  3.0716  1.4049  -1.5447
H  1.6484  1.3442  -0.4872
H  3.5370  -0.9423  -1.1407
H  3.0315  -0.4049  0.4724
H  0.7938  -1.2557  0.1351
H  1.7293  -2.4546  -0.7854
H  1.9681  0.0703  -3.2308
H  0.5812  0.9782  -2.5885
C  5.2230  0.8069  4.0908
C  5.4956  -0.6141  3.6699
C  4.8495  -0.6690  2.3027
O  4.9419  0.6493  1.7455
C  5.3478  1.5545  2.7814
H  5.9064  1.1764  4.8595
H  4.1986  0.8907  4.4729
H  6.5766  -0.7729  3.5789
H  5.0972  -1.3616  4.3605
H  3.7878  -0.9277  2.3749
H  5.3386  -1.3855  1.6364
H  6.3869  1.8412  2.5860
H  4.7260  2.4535  2.7502
C  -5.1342  0.9362  -4.0345
C  -5.6294  1.4968  -2.7263
C  -5.3297  0.3680  -1.7642
O  -4.1717  -0.3118  -2.2681
C  -3.9158  0.1507  -3.6014
H  -4.9053  1.7004  -4.7816
H  -5.8858  0.2581  -4.4559
H  -5.0427  2.3830  -2.4569
H  -6.6857  1.7771  -2.7396
H  -6.1525  -0.3540  -1.7299
H  -5.1349  0.7237  -0.7483
H  -3.0247  0.7871  -3.5688
H  -3.7118  -0.7020  -4.2548



Entry 2:
C32H56Ag2FNO12 | wB97M-V/def2-TZVPD

Results
Energy above the lowest of the compared OMol25 structures with the same formula, charge and spin (kJ/mol): 0.0
Kohn-Sham gap (spin up / spin down) (eV): 9.00 / 4.94
Multiplicity: 3
Charge: +2
E_HOMO (spin up / spin down) (eV): -13.4 / -13.3
Electronic energy (eV): -70849.898

Atoms and positions in Å:
Ag  -21.0054  9.4062  20.3666
Ag  -18.3939  11.4786  21.7640
F  -19.2080  9.3700  21.5800
C  -19.0012  12.5516  17.8553
C  -20.0894  12.4294  18.9004
C  -21.3714  12.0376  18.1163
O  -19.7601  11.5122  19.8919
H  -18.0033  12.6531  18.2875
H  -19.2435  13.3704  17.1814
H  -18.9755  11.6190  17.2875
H  -20.2009  13.3681  19.4621
H  -21.2232  11.1649  17.4812
H  -21.8041  12.8613  17.5528
H  -22.1394  11.6857  18.8133
C  -23.1212  11.8430  15.1326
C  -22.4974  12.2859  13.7925
C  -21.8157  11.0743  13.0927
C  -22.8149  10.1744  12.3789
C  -23.6141  11.0161  11.3994
C  -24.5151  12.0645  12.0336
N  -23.5905  12.8294  12.9202
O  -24.2069  13.8920  13.5075
C  -25.0593  12.9783  10.9558
C  -25.7206  11.3766  12.7030
C  -21.4563  13.4232  13.8895
H  -22.5508  11.0805  15.6545
H  -24.1336  11.4674  14.9774
H  -23.2728  12.7202  15.7610
H  -21.0744  11.2773  12.3133
H  -21.1831  10.5799  13.8335
H  -23.5725  9.7682  13.0609
H  -22.3649  9.3053  11.9047
H  -24.1048  10.2509  10.7965
H  -22.9825  11.6080  10.7274
H  -25.7540  12.4535  10.3087
H  -25.5556  13.8455  11.4006
H  -24.2690  13.4637  10.3745
H  -26.1580  10.6915  11.9784
H  -25.5162  10.7440  13.5711
H  -26.5124  12.0150  13.0984
H  -21.1367  13.6151  12.8639
H  -20.6349  13.0328  14.4880
H  -21.7764  14.3877  14.2799
H  -24.1835  14.5483  12.7750
O  -14.4195  16.1556  14.7349
C  -15.0402  15.7002  15.6590
O  -16.3528  15.5504  15.6875
C  -16.7726  14.7321  16.7877
C  -15.5527  14.4156  17.6366
C  -14.4085  15.1581  16.9127
H  -17.1464  13.7557  16.4848
H  -17.5707  15.2213  17.3449
H  -15.4136  13.3403  17.5363
H  -15.6849  14.6901  18.6807
H  -13.5110  14.5572  16.8180
H  -14.1579  16.0814  17.4445
O  -17.9128  13.9044  21.4106
C  -17.4968  14.4578  22.4031
O  -18.1794  14.3097  23.5756
C  -17.2898  14.5272  24.6794
C  -16.2636  15.4574  24.1149
C  -16.0937  14.9949  22.7043
H  -16.8266  13.6207  25.0811
H  -17.8385  14.9477  25.5209
H  -15.3883  15.4298  24.7653
H  -16.6296  16.4864  24.1060
H  -15.4056  14.1521  22.5998
H  -15.8206  15.7422  21.9619
O  -17.1480  7.9931  16.5799
C  -16.2298  8.7453  16.7802
O  -15.0038  8.3894  16.3966
C  -13.9670  9.2622  16.8644
C  -14.7494  10.4904  17.3165
C  -16.1886  10.0543  17.5543
H  -13.2541  9.3411  16.0487
H  -13.4896  8.7962  17.7287
H  -14.7117  11.3261  16.6092
H  -14.3164  11.0302  18.1630
H  -16.8875  10.7443  17.0826
H  -16.3825  10.0170  18.6246
O  -20.1692  8.8042  18.3065
C  -19.9949  7.8973  17.5239
O  -19.8512  6.6515  17.9646
C  -19.6639  5.7077  16.8719
C  -20.0446  6.4761  15.6074
C  -19.8697  7.9200  16.0171
H  -20.3802  4.9170  17.1035
H  -18.6832  5.2628  17.0273
H  -21.1026  6.3672  15.3668
H  -19.4400  6.2082  14.7442
H  -20.4351  8.6352  15.4188
H  -18.8531  8.2750  15.8049
O  -23.1431  9.0880  19.6164
C  -23.6610  8.4894  18.7107
O  -23.1905  8.4956  17.4588
C  -23.8204  7.4831  16.6090
C  -25.1630  7.3006  17.2962
C  -24.8155  7.5083  18.7589
H  -23.3327  6.5110  16.6853
H  -23.8269  7.9076  15.6107
H  -25.5094  6.3139  16.9802
H  -25.9048  7.9754  16.8666
H  -24.6361  6.6021  19.3343
H  -25.7021  7.9659  19.2026



Entry 3:
C4H6O | wB97M-V/def2-TZVPD

Results
Energy above the lowest of the compared OMol25 structures with the same formula, charge and spin (kJ/mol): 166.8
Kohn-Sham gap (eV): 10.60
E_HOMO (eV): -9.4
Electronic energy (eV): -6290.189

Atoms and positions in Å:
C  -1.1926  -0.4736  -0.1441
C  -0.0089  -0.1166  0.7306
C  1.2960  -0.1661  -0.0293
O  0.7126  0.5130  -1.1536
C  -0.4531  0.7975  -0.3810
H  -2.1216  -0.4689  0.4250
H  -1.1422  -1.2164  -0.9366
H  -0.1226  -0.0490  1.8064
H  1.7356  -1.1318  -0.2925
H  2.0454  0.4788  0.4471
H  -0.7487  1.8331  -0.4721



Entry 4:
C25H29N7O3 | wB97M-V/def2-TZVPD

Results
Energy above the lowest of the compared OMol25 structures with the same formula, charge and spin (kJ/mol): 157.9
Kohn-Sham gap (eV): 8.28
E_HOMO (eV): -8.1
Electronic energy (eV): -42968.956

Atoms and positions in Å:
C  2.4016  2.5982  -4.4892
C  2.3016  1.5128  -3.4615
C  1.4830  1.6387  -2.3609
C  1.3956  0.6214  -1.4030
C  2.1844  -0.5338  -1.5539
C  3.0096  -0.6633  -2.6720
C  3.0561  0.3422  -3.6081
H  3.6905  0.2338  -4.4757
H  3.5986  -1.5598  -2.7957
N  2.1376  -1.4933  -0.5836
C  1.3271  -1.4714  0.5190
O  1.3924  -2.3598  1.3600
C  0.4371  -0.3158  0.6154
C  0.5111  0.6885  -0.2859
H  -0.1055  1.5694  -0.1746
C  -0.5144  -0.3512  1.7969
C  -0.5539  0.9794  2.4680
N  -0.9355  2.1002  1.8923
N  -0.8241  3.0553  2.8032
N  -0.3964  2.5893  3.8974
N  -0.2067  1.2762  3.7476
C  0.2843  0.4587  4.8506
C  1.6225  -0.1790  4.4636
H  2.3165  0.5876  4.1238
H  2.0512  -0.6663  5.3353
H  1.5228  -0.9236  3.6790
C  0.4970  1.3880  6.0476
H  1.2317  2.1528  5.8117
H  -0.4314  1.8840  6.3164
H  0.8485  0.8098  6.8977
C  -0.7708  -0.5921  5.2061
H  -1.7079  -0.1055  5.4688
H  -0.4294  -1.1706  6.0602
H  -0.9602  -1.2735  4.3826
N  -1.8822  -0.7894  1.5380
C  -2.6686  -0.0275  0.5834
H  -3.6364  0.2046  1.0468
C  -2.9234  -0.8045  -0.7263
N  -1.8121  -1.6782  -1.0045
C  -0.9281  -1.6226  -2.0223
O  -0.0591  -2.4772  -2.1582
C  -0.9987  -0.5337  -3.0137
C  -0.4152  -0.5511  -4.2560
C  -0.6861  0.7020  -4.8421
C  -1.4006  1.3984  -3.9157
O  -1.5983  0.6634  -2.8130
H  -1.8157  2.3873  -3.9225
H  -0.3897  1.0391  -5.8135
H  0.1305  -1.3695  -4.6761
C  -1.6655  -2.7351  -0.0208
C  -2.0687  -2.2113  1.3723
H  -3.1309  -2.4081  1.5524
H  -1.4930  -2.7443  2.1306
H  -0.6257  -3.0640  -0.0352
H  -2.2937  -3.5913  -0.2972
H  -3.0933  -0.1126  -1.5455
H  -3.8162  -1.4330  -0.6157
H  -2.1625  0.9149  0.3823
H  -0.1015  -1.0949  2.4838
H  2.6900  -2.3331  -0.7099
H  0.8848  2.5280  -2.2241
H  3.3599  3.1104  -4.4018
H  2.3378  2.1817  -5.4924
H  1.6083  3.3295  -4.3603



> Which formula does entry 2 have?

C32H56Ag2FNO12



> electronic energy of number 2 (C32H56Ag2FNO12)?

-70849.898 eV